{"formula": "C23H24IrN9O2", "method": "the ωB97M-V functional and the def2-TZVPD basis", "elements": ["Ir", "C", "N", "C", "C", "C", "C", "C", "C", "N", "C", "C", "C", "C", "C", "C", "N", "C", "C", "C", "C", "C", "N", "H", "H", "H", "H", "H", "H", "H", "H", "H", "H", "H", "H", "H", "H", "H", "H", "H", "H", "C", "N", "C", "N", "O", "H", "H", "H", "H", "H", "H", "O", "N", "C", "C", "N", "C", "N"], "xyz": [[0.20816, -0.35235, 0.26560], [1.85118, 2.07778, 0.49034], [0.41359, 1.68629, 0.28435], [-0.13089, 2.18408, -1.01252], [0.43376, 1.33785, -2.11531], [0.77061, 1.81482, -3.36411], [1.20351, 0.91579, -4.33273], [1.28520, -0.43125, -4.01514], [0.94693, -0.84066, -2.73889], [0.52991, 0.02691, -1.80326], [-0.42802, 2.12621, 1.44030], [-0.11831, 1.25548, 2.62835], [-0.16866, 1.68643, 3.93679], [0.04397, 0.76683, 4.95637], [0.32235, -0.55177, 4.62945], [0.38214, -0.91621, 3.29902], [0.16519, -0.02893, 2.31522], [2.78327, 0.90123, 0.50679], [4.15494, 1.05430, 0.60619], [4.95923, -0.07124, 0.59068], [4.36854, -1.32410, 0.46374], [2.99887, -1.40952, 0.36842], [2.21837, -0.30922, 0.40034], [2.14471, 2.77863, -0.29236], [1.93491, 2.60927, 1.43984], [-1.21322, 2.04753, -0.97859], [0.06857, 3.24784, -1.15174], [0.67943, 2.87051, -3.58281], [1.47254, 1.26611, -5.32063], [1.61380, -1.16274, -4.74010], [1.01811, -1.87852, -2.44879], [-0.27928, 3.18690, 1.64973], [-1.47152, 1.97807, 1.15613], [-0.38399, 2.72382, 4.15613], [-0.00775, 1.07824, 5.99132], [0.49946, -1.29604, 5.39299], [0.62944, -1.92671, 3.00876], [4.58213, 2.04550, 0.68567], [6.03454, 0.02471, 0.66317], [4.96255, -2.22662, 0.43769], [2.50104, -2.36112, 0.26414], [-5.31591, 0.05868, -0.94728], [-4.05836, -0.03432, -0.20219], [-2.86471, -0.21909, -0.74960], [-2.73766, -0.13282, -2.08350], [-1.86265, -0.45394, 0.00475], [-6.13349, 0.07779, -0.23423], [-5.44809, -0.80732, -1.59672], [-5.35552, 0.97506, -1.53631], [-4.09186, -0.10295, 0.80282], [-3.54763, -0.02950, -2.67454], [-1.89889, -0.48370, -2.51337], [0.19691, -2.39953, 0.62927], [-0.78301, -3.16471, 0.69630], [-1.52466, -3.69551, -0.19422], [-2.66330, -4.45821, 0.21692], [-3.61012, -5.03046, 0.52213], [-1.26030, -3.48307, -1.59011], [-1.02007, -3.22057, -2.68067]], "forces_ev_per_angstrom": [[1.2, 1.4, -0.4], [0.1, 0.1, 0.1], [-0.4, -0.3, -0.1], [0.0, 0.1, -0.1], [-0.1, 0.0, 0.0], [-0.1, 0.0, 0.1], [0.0, -0.1, 0.0], [0.0, 0.0, 0.0], [0.2, 0.1, 0.1], [-0.3, -0.7, 0.1], [-0.1, 0.1, 0.1], [0.0, 0.0, -0.1], [0.0, 0.0, -0.1], [0.0, -0.1, 0.0], [0.0, 0.0, 0.0], [0.1, 0.1, 0.0], [-0.6, -0.4, 0.0], [0.0, 0.1, -0.1], [-0.1, 0.0, 0.0], [0.0, -0.1, 0.0], [0.0, 0.0, 0.0], [0.0, 0.1, 0.0], [0.1, -0.3, 0.3], [0.0, 0.0, 0.0], [0.0, 0.0, 0.0], [0.0, 0.0, 0.0], [0.1, 0.0, 0.0], [0.0, 0.0, 0.0], [0.0, 0.0, 0.0], [0.0, 0.0, 0.0], [0.0, 0.0, 0.0], [0.1, 0.0, 0.0], [0.0, 0.0, 0.0], [0.0, 0.0, 0.0], [0.0, 0.0, 0.0], [0.0, 0.0, 0.0], [0.0, 0.0, 0.0], [0.0, 0.0, 0.0], [0.0, 0.0, 0.0], [0.0, 0.0, 0.0], [0.0, 0.0, 0.0], [0.0, 0.1, -0.1], [0.1, -0.1, 0.0], [0.1, 0.2, -0.2], [0.0, 0.0, 0.0], [-0.3, -0.1, 0.8], [0.0, 0.0, 0.0], [0.0, 0.0, 0.0], [0.0, 0.0, 0.0], [0.0, 0.0, 0.0], [0.0, 0.0, 0.0], [0.0, 0.0, 0.0], [-0.1, -0.7, -0.8], [-0.2, 0.3, 0.4], [-0.1, -0.1, 0.0], [0.0, 0.0, 0.0], [0.0, 0.0, 0.0], [0.1, 0.0, 0.0], [-0.1, 0.0, 0.0]], "mulliken_charge": [3.68, -1.37, -0.76, -1.77, 1.31, -0.94, -0.51, -1.11, -0.15, -0.30, -1.41, 1.08, -0.95, -0.42, -0.95, 0.03, -0.34, 0.97, -0.95, -0.39, -0.94, -0.13, 0.00, 0.66, 0.61, 0.40, 0.53, 0.57, 0.48, 0.51, 0.59, 0.58, 0.36, 0.55, 0.48, 0.48, 0.54, 0.56, 0.48, 0.50, 0.50, -1.07, -0.19, 0.40, -0.15, -0.78, 0.34, 0.37, 0.35, 0.31, 0.26, 0.15, -0.15, -0.24, 0.88, -0.21, -0.22, 0.22, -0.33], "charge": 3, "orbital_gap_ev": [8.53, 6.75], "s_squared": 0.760, "lumo_energy_ev": [-10.0, -11.8], "multiplicity": 2}